[1]
Here is a structure of composition C36H30BrFeN5S2Sb from the OMol25 dataset. Energies are from the ωB97M-V functional and the def2-TZVPD basis.

Geometry (Å):
Fe: -1.26253 -0.68768 1.29605
N: -0.95489 0.60066 5.43678
C: -0.66545 0.35256 4.15989
S: -1.72081 1.01035 2.92342
N: 0.41021 -0.31199 3.87029
N: 0.59171 -0.61140 2.58049
C: 1.77788 -0.82456 2.12924
C: 2.99524 -0.76766 2.96615
C: 3.07867 -1.56824 4.10512
C: 4.23195 -1.56244 4.87118
C: 5.29346 -0.73709 4.52707
C: 5.20728 0.07474 3.40536
C: 4.06765 0.05205 2.61819
C: 1.84136 -1.18405 0.70642
C: 3.01143 -1.64086 0.10932
C: 2.99400 -2.00410 -1.22884
C: 1.80237 -1.91170 -1.93085
C: 0.67897 -1.45916 -1.25994
N: 0.69111 -1.09335 0.01951
H: -1.73790 1.17585 5.68804
H: -0.33649 0.26748 6.15880
H: 2.24483 -2.20235 4.37287
H: 4.30158 -2.20078 5.74183
H: 6.18858 -0.72805 5.13435
H: 6.03079 0.72570 3.14317
H: 3.99280 0.68613 1.74356
H: 3.91548 -1.72799 0.69315
H: 3.89500 -2.36322 -1.70779
H: 1.73620 -2.19821 -2.97127
H: -0.27957 -1.39386 -1.76302
S: -2.37215 -0.00466 -0.55885
Sb: -1.37935 1.60012 -1.97366
C: 0.30212 2.23639 -0.81919
C: 1.60400 1.94405 -1.20504
C: 2.65281 2.36531 -0.40185
C: 2.40069 3.06269 0.77191
C: 1.09506 3.34144 1.14965
C: 0.03728 2.93796 0.34813
C: -0.98743 0.55595 -3.79546
C: 0.23175 0.60397 -4.45846
C: 0.39059 -0.13982 -5.61942
C: -0.65661 -0.90886 -6.10848
C: -1.87761 -0.93176 -5.44688
C: -2.04928 -0.19899 -4.28240
C: -2.94302 3.02063 -2.21434
C: -3.57824 3.50650 -1.07890
C: -4.63383 4.39095 -1.23405
C: -5.04492 4.76818 -2.50623
C: -4.40138 4.27081 -3.63051
C: -3.33921 3.38906 -3.49247
H: 1.80794 1.39809 -2.11772
H: 3.66983 2.15986 -0.71202
H: 3.22562 3.40159 1.38482
H: 0.89511 3.88163 2.06542
H: -0.97646 3.17886 0.64099
H: 1.04524 1.22273 -4.10185
H: 1.33553 -0.10976 -6.14590
H: -0.52120 -1.49011 -7.01062
H: -2.70050 -1.51367 -5.83972
H: -3.00122 -0.21881 -3.76338
H: -3.27630 3.19436 -0.08670
H: -5.13567 4.77972 -0.35836
H: -5.87832 5.44789 -2.62159
H: -4.72168 4.56639 -4.62034
H: -2.83100 3.00472 -4.36894
Br: -3.70537 -1.87248 2.69637
C: -2.69477 -3.31097 2.00483
C: -3.16158 -4.60785 2.04677
C: -2.35611 -5.59102 1.49062
C: -1.13368 -5.23483 0.93652
C: -0.75353 -3.90789 0.96066
N: -1.52388 -2.94787 1.48835
H: -4.11612 -4.83106 2.49937
H: -2.68323 -6.62192 1.49234
H: -0.47905 -5.97303 0.49710
H: 0.19822 -3.58125 0.56092

Output
spin multiplicity = 6
calculated total energy = -177894.0711 eV
HOMO (alpha / beta) = -13.13 / -13.13 eV
relative energy (zero: lowest compared OMol25 entry of this formula, charge and spin) = 54.4 kJ/mol
net charge = +2

In the Löwdin picture, each atom carries the following charge in e: 0.4289, 0.1218, -0.8104, 0.6158, 0.0104, -0.0370, -0.1580, -0.1896, -0.0263, -0.0533, -0.0561, -0.0576, -0.0411, -0.2076, 0.0291, -0.0085, -0.0259, -0.1620, 0.0372, 0.1021, 0.1235, 0.1135, 0.1140, 0.1152, 0.1131, 0.1013, 0.1263, 0.1265, 0.1183, 0.0700, 0.1873, 1.4561, -0.3516, -0.1258, -0.0700, -0.0563, -0.0523, -0.1417, -0.3651, -0.1191, -0.0595, -0.0458, -0.0514, -0.1308, -0.3555, -0.1275, -0.0532, -0.0434, -0.0537, -0.1130, 0.0837, 0.1175, 0.1186, 0.1208, 0.0824, 0.0935, 0.1181, 0.1195, 0.1194, 0.1019, 0.0900, 0.1181, 0.1198, 0.1189, 0.1037, 0.8612, -0.7026, -0.0630, -0.0085, -0.0182, -0.0962, -0.0421, 0.1208, 0.1303, 0.1226, 0.1083

***

[2]
Here is a structure of composition C36H30BrINP2Ru from the OMol25 dataset. Energies are from the ωB97M-V functional and the def2-TZVPD basis.

Geometry (Å):
Ru: -0.47335 0.34573 -0.02123
C: -3.42760 1.74952 0.16776
P: -1.81441 2.59953 0.04649
C: -0.84256 2.38600 -1.43841
C: 0.53894 2.06952 -1.39479
C: 1.24487 1.92455 -2.58308
C: 0.59965 2.08836 -3.80256
C: -0.76129 2.38165 -3.84520
C: -1.48557 2.53200 -2.67726
C: -1.05726 3.04334 1.57508
C: 0.11007 3.82392 1.56906
C: 0.66113 4.21423 2.77529
C: 0.04830 3.85292 3.97247
C: -1.11263 3.08401 3.97484
C: -1.67304 2.67360 2.78046
C: -3.32928 0.44828 0.88317
C: -4.29494 -0.26225 1.65178
C: -3.69901 -1.42369 2.06159
C: -2.36362 -1.41952 1.53338
C: -1.27042 -2.40285 1.57356
P: 0.29481 -1.50278 1.16733
C: 1.01661 -1.04215 2.74943
C: 1.47228 -2.05789 3.59512
C: 2.04083 -1.73593 4.81364
C: 2.17726 -0.40267 5.18564
C: 1.73886 0.60804 4.34381
C: 1.15046 0.29247 3.12627
C: 1.42316 -2.66390 0.42064
C: 2.77805 -2.30385 0.46542
C: 3.73310 -3.15007 -0.06679
C: 3.34472 -4.36018 -0.63506
C: 2.00505 -4.71827 -0.67741
C: 1.03770 -3.87019 -0.15733
N: -2.16597 -0.26955 0.83147
H: -3.77237 1.58909 -0.86204
H: -4.15219 2.41870 0.63762
H: 1.10033 1.99232 -0.45163
H: 2.30056 1.69342 -2.55102
H: 1.16129 1.99221 -4.72196
H: -1.25959 2.51583 -4.79586
H: -2.53400 2.79827 -2.72476
H: 0.54923 4.15926 0.63765
H: 1.54999 4.83010 2.78372
H: 0.46754 4.19072 4.91080
H: -1.58716 2.82024 4.90973
H: -2.58906 2.09615 2.79310
H: -5.30326 0.06277 1.85334
H: -4.13528 -2.21162 2.65392
H: -1.45292 -3.16364 0.80425
H: -1.21749 -2.92632 2.53033
H: 1.40001 -3.09704 3.29423
H: 2.39134 -2.52144 5.46843
H: 2.63616 -0.15194 6.13223
H: 1.86543 1.64220 4.63048
H: 0.81739 1.09773 2.47588
H: 3.08505 -1.37858 0.93969
H: 4.77882 -2.87849 -0.02336
H: 4.09220 -5.03048 -1.03714
H: 1.70824 -5.66291 -1.11192
H: 0.00021 -4.17439 -0.21114
Br: 1.97041 -1.47626 -2.81857
C: 0.84520 -1.03253 -4.26748
C: 1.42128 -0.79359 -5.50810
C: 0.61738 -0.49878 -6.60161
C: -0.76205 -0.44174 -6.46123
C: -1.34512 -0.66970 -5.22134
C: -0.53172 -0.96291 -4.13679
I: -1.51651 -1.31335 -2.30982
H: 2.49572 -0.85886 -5.61364
H: 1.07360 -0.32740 -7.56699
H: -1.39349 -0.22871 -7.31247
H: -2.42007 -0.63025 -5.11116

Output
spin multiplicity = 5
calculated total energy = -138583.9878 eV
HOMO (alpha / beta) = -16.26 / -16.50 eV
relative energy (zero: lowest compared OMol25 entry of this formula, charge and spin) = 82.3 kJ/mol
net charge = +3

In the Löwdin picture, each atom carries the following charge in e: 0.8338, -0.1942, 1.1636, -0.4383, -0.2020, -0.0551, -0.0149, -0.0162, -0.0711, -0.3933, -0.0769, -0.0263, -0.0216, -0.0301, -0.0745, -0.2831, 0.0522, 0.0753, -0.2578, -0.1886, 0.9710, -0.3731, -0.0700, -0.0292, -0.0246, -0.0527, -0.0996, -0.4201, -0.1233, -0.0538, -0.0312, -0.0435, -0.0952, -0.1416, 0.1179, 0.1249, 0.1057, 0.1224, 0.1330, 0.1367, 0.1253, 0.1180, 0.1315, 0.1328, 0.1312, 0.1083, 0.1434, 0.1439, 0.1033, 0.1280, 0.1230, 0.1270, 0.1269, 0.1059, 0.0628, 0.1150, 0.1252, 0.1280, 0.1259, 0.0985, 0.8464, -0.7304, -0.1064, -0.0315, -0.0404, -0.1509, -0.6968, 1.0929, 0.1187, 0.1292, 0.1268, 0.1042

***

[3]
Here is a structure of composition C36H30Cl2GaN4O8 from the OMol25 dataset. Energies are from the ωB97M-V functional and the def2-TZVPD basis.

Geometry (Å):
Ga: -0.43966 -0.43974 -0.12564
C: 0.96109 3.52559 -0.28862
C: 0.15309 2.36210 -0.68568
O: 0.64778 1.20008 -0.60708
C: -1.14470 2.66739 -1.16032
C: -2.24562 1.75860 -1.22743
C: -3.58913 2.25735 -1.60040
N: -2.10325 0.42706 -0.96224
N: -3.18820 -0.32295 -1.05039
C: -3.05843 -1.48235 -0.38340
O: -1.94990 -1.85306 0.12801
C: -4.32229 -2.26757 -0.20466
C: -4.30184 -3.39091 0.61790
C: -5.39161 -4.23731 0.67737
C: -6.53363 -3.97580 -0.09934
C: -6.59545 -2.75747 -0.82157
C: -5.53243 -1.89430 -0.83560
H: 1.90517 3.52847 -0.87393
H: 0.36664 4.44466 -0.45318
H: 1.25633 3.46104 0.73800
H: -1.33242 3.74896 -1.31497
H: -3.56160 3.31463 -1.48875
H: -3.85219 1.96161 -2.64591
H: -4.36002 1.78587 -0.96158
H: -3.40468 -3.61383 1.21069
H: -5.38657 -5.09242 1.37440
H: -7.38802 -4.66060 -0.12520
H: -7.46882 -2.48278 -1.36859
H: -5.62731 -0.98927 -1.36636
Cl: 4.37981 1.07696 -1.51098
C: 4.83718 -0.55014 -1.25349
C: 6.04550 -0.76484 -0.58012
C: 6.45855 -2.02936 -0.15453
C: 5.58025 -3.10621 -0.36096
C: 4.40987 -2.88825 -1.06966
Cl: 3.24295 -4.16808 -1.22363
C: 4.03597 -1.66040 -1.63432
N: 2.95925 -1.39338 -2.42485
C: 3.07944 -0.81709 -3.71124
C: 4.24503 -0.93405 -4.54385
C: 4.11607 -0.78824 -5.87299
C: 2.89323 -0.42086 -6.48475
C: 1.77436 -0.27095 -5.67280
C: 1.98615 -0.21842 -4.30575
C: 0.81748 0.21800 -3.42598
C: -0.09818 -1.02274 -3.04069
O: -0.76255 -1.47632 -3.96076
O: -0.03510 -1.49197 -1.82172
H: 6.64501 0.08797 -0.34539
H: 7.43000 -2.18857 0.32368
H: 5.79316 -4.12529 0.03179
H: 2.04855 -1.69496 -2.11809
H: 5.20250 -1.17642 -4.10722
H: 5.01793 -1.03117 -6.48138
H: 2.85503 -0.38300 -7.57502
H: 0.74905 -0.20360 -5.99676
H: 0.23066 0.97684 -3.95374
H: 1.15928 0.64565 -2.45545
O: 1.08934 1.18654 2.29045
C: -0.15154 1.12234 2.41738
O: -0.97987 0.49463 1.62263
C: -0.80071 1.78421 3.59545
C: -2.20292 1.92138 3.64349
C: -2.84341 2.71242 4.61562
C: -2.00198 3.25283 5.63717
O: -2.31704 3.95556 6.82280
C: -1.10738 3.98503 7.55574
O: -0.05464 3.48341 6.76267
C: -0.63758 2.96172 5.66982
C: 0.00268 2.21065 4.70021
H: -2.77495 1.37411 2.93290
H: -3.88160 2.93482 4.54967
H: -1.18582 3.45200 8.48636
H: -0.94321 5.05545 7.77376
H: 1.07429 2.21635 4.56625
C: 1.84216 -1.58883 3.46794
C: 1.31244 -1.55119 2.10953
N: 0.93895 -1.40444 1.00929
H: 2.80051 -1.06656 3.48879
H: 2.03611 -2.63282 3.78056
H: 1.17745 -1.04376 4.13663

Output
calculated total energy = -137583.7236 eV
HOMO = -3.88 eV
relative energy (zero: lowest compared OMol25 entry of this formula, charge and spin) = 0.0 kJ/mol
net charge = -1

In the Löwdin picture, each atom carries the following charge in e: 0.3736, -0.0212, -0.4670, -0.0634, -0.0168, -0.2668, -0.0492, -0.0163, 0.0625, -0.4018, -0.0364, -0.1165, -0.0444, -0.1071, -0.0950, -0.1004, -0.0347, 0.0923, 0.0817, 0.0707, 0.0950, 0.0519, 0.1010, 0.0788, 0.1176, 0.0994, 0.0898, 0.0848, 0.0902, 0.7662, -0.5923, -0.1267, -0.0930, -0.1251, -0.5929, 0.6952, -0.3184, 0.0896, -0.1946, -0.0459, -0.1325, -0.0914, -0.0347, -0.1759, -0.0375, -0.5738, 0.0486, -0.0730, 0.0849, 0.1011, 0.1101, 0.1056, 0.1049, 0.1067, 0.0889, 0.1151, 0.1215, 0.0891, -0.0007, -0.5486, -0.0338, -0.1072, -0.0110, 0.0314, -0.1468, 0.0040, -0.1723, 0.0364, -0.2434, 0.0771, 0.1066, 0.0985, 0.1247, 0.1372, 0.1211, -0.0142, -0.0931, 0.2721, 0.0994, 0.0977, 0.0923